[1]
A 9-piece molecular cluster, C37H60F3IO25P overall at a distorted geometry. Source: the OMol25 dataset; level of theory: ωB97M-V/def2-TZVPD.

Results
net charge	-1
highest occupied orbital energy	-3.99	eV
largest force on an atom	0.0202	hartree/bohr
frontier orbital gap	0.1919	Ha
2S+1	1
M	1119.7	g/mol

Last column: Löwdin charge in e.
CARTESIAN COORDINATES (ANGSTROEM)
C 5.879 6.694 1.703  -0.100
C 6.760 5.996 0.656  -0.230
C 6.101 4.728 0.139  -0.291
O 6.083 3.772 1.159  -0.214
C 5.524 2.511 0.749  -0.310
P 4.301 1.869 2.116  0.620
C 2.737 2.351 1.070  -0.315
C 2.406 3.847 1.195  -0.255
C 1.354 4.134 2.286  -0.409
C -0.035 4.071 1.629  -0.081
C 1.585 5.546 2.850  -0.069
C 4.222 0.069 1.333  -0.770
I 6.049 -1.018 0.956  0.815
C 3.222 -0.814 2.111  -0.378
C 3.245 -2.306 1.767  -0.210
C 5.773 1.455 3.383  -0.666
F 5.636 0.262 4.049  -0.003
F 7.059 1.505 2.940  0.013
F 5.734 2.393 4.395  0.003
H 6.493 7.269 2.398  0.062
H 5.310 5.951 2.259  0.064
H 5.198 7.402 1.227  0.058
H 7.731 5.741 1.077  0.105
H 6.888 6.656 -0.207  0.097
H 6.643 4.344 -0.737  0.117
H 5.077 4.983 -0.181  0.116
H 6.338 1.830 0.492  0.025
H 4.956 2.693 -0.170  0.077
H 3.426 1.408 3.193  0.013
H 4.316 3.197 2.676  0.017
H 2.820 2.109 0.007  0.062
H 1.887 1.787 1.471  0.060
H 1.964 4.180 0.254  0.082
H 3.306 4.449 1.341  0.073
H 1.424 3.403 3.092  0.127
H -0.812 4.016 2.396  0.074
H -0.161 4.991 1.062  0.045
H -0.082 3.209 0.964  0.079
H 1.315 6.276 2.083  0.060
H 1.010 5.734 3.757  0.072
H 2.648 5.680 3.054  0.065
H 3.775 0.192 0.347  0.027
H 2.240 -0.435 1.822  0.092
H 3.375 -0.703 3.181  0.080
H 2.280 -2.727 2.070  0.061
H 4.001 -2.832 2.344  0.044
H 3.335 -2.492 0.702  0.035
C 0.822 9.185 -1.783  -0.124
C 1.990 9.085 -0.821  -0.119
O 1.782 7.805 -0.227  0.057
C 1.044 7.049 -1.074  -0.551
O 0.847 5.890 -0.943  0.170
O 0.565 7.814 -2.093  0.055
H 1.053 9.738 -2.689  0.128
H -0.067 9.612 -1.314  0.130
H 2.954 9.082 -1.333  0.132
H 1.991 9.858 -0.057  0.132
C -4.443 4.619 0.465  -0.117
C -3.310 5.557 0.097  -0.117
O -3.066 6.233 1.334  0.050
C -3.499 5.443 2.345  -0.585
O -3.281 5.634 3.494  0.163
O -4.213 4.398 1.859  0.056
H -4.417 3.676 -0.073  0.132
H -5.425 5.080 0.340  0.129
H -2.402 5.025 -0.196  0.126
H -3.575 6.272 -0.678  0.129
C 3.193 -6.918 -1.232  -0.129
C 4.155 -6.232 -0.289  -0.100
O 3.519 -4.968 -0.060  0.063
C 2.199 -5.115 -0.292  -0.563
O 1.361 -4.312 -0.032  0.149
O 1.940 -6.317 -0.867  0.050
H 3.147 -7.991 -1.094  0.114
H 3.402 -6.697 -2.277  0.130
H 4.248 -6.751 0.667  0.137
H 5.141 -6.086 -0.716  0.136
C -1.795 -4.778 -1.156  -0.091
C -2.907 -4.434 -0.188  -0.093
O -3.626 -3.416 -0.906  0.040
C -3.381 -3.577 -2.223  -0.571
O -3.980 -3.007 -3.084  0.139
O -2.402 -4.469 -2.428  0.076
H -1.499 -5.823 -1.125  0.135
H -0.912 -4.155 -1.020  0.120
H -3.584 -5.271 -0.008  0.132
H -2.548 -4.050 0.762  0.139
C -7.186 -2.584 -0.991  -0.103
C -6.283 -1.859 -0.016  -0.103
O -6.964 -0.606 0.149  0.077
C -8.264 -0.785 -0.147  -0.590
O -9.126 0.007 0.063  0.150
O -8.468 -2.002 -0.708  0.039
H -7.217 -3.659 -0.835  0.133
H -6.925 -2.378 -2.030  0.131
H -6.228 -2.353 0.956  0.137
H -5.283 -1.704 -0.402  0.117
C 5.337 -11.953 -2.227  -0.113
C 4.981 -11.533 -0.814  -0.112
O 5.271 -10.132 -0.835  0.059
C 5.211 -9.702 -2.118  -0.566
O 5.236 -8.562 -2.444  0.166
O 5.108 -10.749 -2.967  0.067
H 4.712 -12.754 -2.612  0.132
H 6.386 -12.232 -2.328  0.133
H 3.921 -11.668 -0.593  0.133
H 5.574 -12.028 -0.050  0.132
C -10.119 -2.609 1.964  -0.117
C -11.260 -3.005 2.876  -0.111
O -10.665 -4.032 3.678  0.057
C -9.321 -3.852 3.676  -0.575
O -8.561 -4.439 4.371  0.166
O -8.970 -2.914 2.765  0.060
H -10.128 -1.559 1.687  0.120
H -10.082 -3.216 1.059  0.130
H -11.577 -2.190 3.528  0.133
H -12.124 -3.395 2.344  0.131
C -3.663 -1.587 -6.969  -0.116
C -3.965 -1.150 -5.551  -0.118
O -3.734 0.265 -5.621  0.065
C -3.878 0.662 -6.905  -0.578
O -3.918 1.790 -7.269  0.162
O -3.975 -0.413 -7.727  0.052
H -4.272 -2.423 -7.303  0.129
H -2.609 -1.829 -7.114  0.132
H -5.006 -1.321 -5.272  0.131
H -3.323 -1.608 -4.812  0.107

---

[2]
C37H60F3NO25V2 as an isolated structure at a distorted geometry. Source: the OMol25 dataset; level of theory: ωB97M-V/def2-TZVPD.

Results
net charge	-1
highest occupied orbital energy (spin up / spin down)	-4.87 / -5.40	eV
largest force on an atom	0.1848	hartree/bohr
frontier orbital gap (spin up / spin down)	0.2333 / 0.2531	Ha
2S+1	2
M	1077.8	g/mol

Last column: Löwdin spin population.
CARTESIAN COORDINATES (ANGSTROEM)
O -2.657 0.023 -3.368  0.001
V -2.010 -0.762 -2.100  0.001
O -0.860 -1.718 -2.793  0.000
O -0.910 3.604 1.092  0.005
V -1.732 3.010 -0.192  0.975
O -1.284 3.780 -1.433  0.003
C -3.950 -2.309 -0.454  0.000
O -3.247 -2.772 -1.648  0.000
O -3.761 -0.893 -0.636  0.000
C -5.385 -2.990 -0.216  0.000
F -5.504 -4.134 0.581  0.000
F -6.032 -2.047 0.442  0.000
F -6.091 -3.336 -1.279  0.000
C -2.946 -4.180 -1.652  0.000
C -2.625 -4.527 -3.086  0.000
H -2.345 -5.574 -3.207  0.000
H -3.484 -4.426 -3.750  0.000
H -1.844 -3.914 -3.534  0.000
H -3.845 -4.789 -1.565  0.000
H -2.212 -4.486 -0.906  0.000
H -3.386 -2.765 0.360  0.000
C 2.018 1.943 -1.438  0.000
C 1.204 0.664 -1.771  0.000
C 2.196 -0.472 -2.099  0.000
C 2.933 -1.013 -0.878  0.000
C 1.931 -1.542 0.128  0.000
C 0.648 -0.673 0.458  0.000
N 0.269 0.109 -0.739  0.000
O -1.010 0.818 -0.762  0.007
C 1.060 0.225 1.682  0.000
C -0.441 -1.685 0.893  0.000
C 0.643 1.046 -3.280  0.000
H 2.715 2.190 -2.239  0.000
H 2.454 1.832 -0.446  0.000
H 1.243 2.696 -1.294  0.000
H 2.948 -0.057 -2.771  0.000
H 1.746 -1.239 -2.728  0.000
H 3.382 -0.096 -0.497  0.000
H 3.736 -1.742 -0.983  0.000
H 2.692 -1.664 0.899  0.000
H 1.636 -2.565 -0.106  0.000
H 1.381 1.198 1.310  0.000
H 1.770 -0.221 2.378  0.000
H 0.150 0.329 2.272  0.000
H -0.729 -2.328 0.061  0.000
H -1.448 -1.357 1.148  0.000
H -0.006 -2.332 1.655  0.000
H 1.431 1.018 -4.032  0.000
H 0.147 2.014 -3.345  0.000
H -0.147 0.311 -3.439  0.000
C 1.821 3.819 4.298  0.000
C 0.359 3.249 4.338  0.000
C 0.318 1.893 5.146  0.000
O -0.901 2.008 5.862  0.000
C -1.393 3.251 5.794  0.000
O -2.483 3.578 6.293  0.000
O -0.601 4.067 5.108  0.000
H 2.109 4.329 5.217  0.000
H 1.808 4.495 3.443  0.000
H 2.617 3.185 3.907  0.000
H -0.067 3.192 3.336  0.000
H 1.119 2.038 5.871  0.000
H 0.382 0.990 4.538  0.000
C 3.790 2.998 -7.727  0.000
C 2.453 3.243 -7.102  0.000
C 2.638 3.820 -5.770  0.000
O 1.712 4.877 -5.690  0.000
C 1.289 5.235 -6.887  0.000
O 0.576 6.194 -7.212  0.000
O 1.895 4.404 -7.712  0.000
H 4.487 3.830 -7.622  0.000
H 3.783 2.648 -8.759  0.000
H 4.194 2.213 -7.088  0.000
H 1.760 2.406 -7.193  0.000
H 3.637 4.194 -5.545  0.000
H 2.311 2.993 -5.139  0.000
C 3.129 -5.240 0.393  0.000
C 3.255 -6.385 -0.572  0.000
C 4.564 -7.261 -0.609  0.000
O 4.087 -8.519 -0.397  0.000
C 2.798 -8.556 -0.147  0.000
O 2.206 -9.641 -0.107  0.000
O 2.269 -7.320 -0.201  0.000
H 3.576 -4.410 -0.154  0.000
H 3.757 -5.408 1.267  0.000
H 2.109 -5.018 0.708  0.000
H 2.951 -6.180 -1.599  0.000
H 5.188 -6.913 0.214  0.000
H 5.132 -7.014 -1.506  0.000
C 1.861 -3.167 3.758  0.000
C 1.559 -2.975 5.302  0.000
C 2.714 -2.665 6.275  0.000
O 2.235 -1.641 7.008  0.000
C 0.998 -1.202 6.540  0.000
O 0.257 -0.358 7.028  0.000
O 0.625 -2.003 5.491  0.000
H 0.948 -3.607 3.355  0.000
H 2.683 -3.855 3.561  0.000
H 2.070 -2.229 3.243  0.000
H 1.016 -3.709 5.898  0.000
H 3.621 -2.536 5.683  0.000
H 2.955 -3.567 6.838  0.000
C -1.820 4.390 -4.431  0.000
C -1.388 5.761 -3.900  0.000
C -1.728 6.826 -4.901  0.000
O -2.514 7.713 -4.133  0.000
C -2.918 7.238 -3.097  0.000
O -3.886 7.589 -2.443  0.000
O -2.226 6.130 -2.878  0.002
H -1.858 4.350 -5.520  0.000
H -2.816 4.131 -4.074  0.000
H -1.163 3.640 -3.991  0.000
H -0.398 5.787 -3.445  0.000
H -2.346 6.429 -5.707  0.000
H -0.903 7.228 -5.490  0.000
C -5.505 0.618 5.478  0.000
C -4.037 0.533 5.246  0.000
C -3.433 -0.848 4.924  0.000
O -2.595 -0.543 3.865  0.000
C -2.897 0.708 3.376  0.000
O -2.354 1.307 2.439  0.005
O -3.843 1.218 4.077  0.000
H -5.758 0.866 6.509  0.000
H -5.894 -0.398 5.409  0.000
H -6.038 1.080 4.647  0.000
H -3.473 1.139 5.955  0.000
H -4.072 -1.703 4.701  0.000
H -2.753 -1.166 5.714  0.000

---

no.,electronic energy (eV)
1,-116070.9582
2,-151543.3548